Here is a molecular structure, C6H9NS from the OMol25 dataset. Energies are from the ωB97M-V functional and the def2-TZVPD basis.

The geometry in XYZ format:
```
17
C6H9NS (the ωB97M-V functional and the def2-TZVPD basis)
C -0.82064 0.20173 0.37772
C -1.46776 -0.73475 1.33911
C -0.49741 -1.20853 0.21885
C 1.02820 -0.57044 -0.87769
C 0.49991 0.57465 0.10993
C 1.48520 1.45419 0.43265
H -1.60053 2.19093 -0.75572
H -2.63462 -0.56457 1.23059
H -1.15767 -0.83038 2.37530
H 0.64018 -1.35370 0.61123
H -0.72446 -1.19219 -1.83745
H 2.04630 -0.90306 -0.19321
H 1.60533 -0.21211 -1.97368
H 0.96770 2.35327 0.95324
H 2.48055 1.51484 -0.07698
N -0.02144 -1.53635 -1.05405
S -1.82883 0.81644 -0.87986
```

The HOMO energy comes out at -8.6870 eV. As for the multiplicity: 1.

In elementary charge units, the natural (NBO) charges are: -0.39 -0.36 -0.03 -0.31 0.02 -0.45 0.16 0.25 0.24 0.24 0.37 0.21 0.22 0.20 0.22 -0.61 0.01

=====

Here is a gas-phase ion, C6H9O (charge +1) from the OMol25 dataset. Energies are from the ωB97M-V functional and the def2-TZVPD basis.

The geometry in XYZ format:
```
16
C6H9O (the ωB97M-V functional and the def2-TZVPD basis)
C 0.19761 1.32582 0.01393
C 1.58046 1.15437 0.09488
C -0.66614 0.25491 0.05619
C -0.14424 -1.08983 0.36281
C 1.55618 -1.16456 -0.25474
C -2.11208 0.39073 -0.12316
O 2.21956 0.05609 -0.01455
H -0.17891 2.33212 -0.07775
H 2.23285 2.01662 0.22200
H -0.07900 -1.24603 1.43763
H -0.69440 -1.89888 -0.10168
H 2.07262 -1.95950 0.27554
H 1.51272 -1.34990 -1.32632
H -2.43877 1.42244 -0.19916
H -2.66005 -0.11283 0.67630
H -2.39841 -0.13158 -1.04193
```

The HOMO energy comes out at -15.0147 eV. Its net charge is +1. As for the multiplicity: 1.

In elementary charge units, the natural (NBO) charges are: -0.43 0.45 0.32 -0.49 -0.07 -0.69 -0.37 0.27 0.23 0.27 0.26 0.24 0.22 0.25 0.27 0.28

=====

> multiplicity of number 2 (C6H9O)?

1

=====

> Look up the multiplicity of the second one.

1

=====

Repeat the first record exactly.
Here is a molecular structure, C6H9NS from the OMol25 dataset. Energies are from the ωB97M-V functional and the def2-TZVPD basis.

The geometry in XYZ format:
```
17
C6H9NS (the ωB97M-V functional and the def2-TZVPD basis)
C -0.82064 0.20173 0.37772
C -1.46776 -0.73475 1.33911
C -0.49741 -1.20853 0.21885
C 1.02820 -0.57044 -0.87769
C 0.49991 0.57465 0.10993
C 1.48520 1.45419 0.43265
H -1.60053 2.19093 -0.75572
H -2.63462 -0.56457 1.23059
H -1.15767 -0.83038 2.37530
H 0.64018 -1.35370 0.61123
H -0.72446 -1.19219 -1.83745
H 2.04630 -0.90306 -0.19321
H 1.60533 -0.21211 -1.97368
H 0.96770 2.35327 0.95324
H 2.48055 1.51484 -0.07698
N -0.02144 -1.53635 -1.05405
S -1.82883 0.81644 -0.87986
```

The HOMO energy comes out at -8.6870 eV. As for the multiplicity: 1.

In elementary charge units, the natural (NBO) charges are: -0.39 -0.36 -0.03 -0.31 0.02 -0.45 0.16 0.25 0.24 0.24 0.37 0.21 0.22 0.20 0.22 -0.61 0.01